Entry 1:
The following is a quantum chemistry calculation of a 8-piece molecular cluster, C50H84N2O18 overall, from the OMol25 dataset.

Last column: Mulliken charge in e.
Element x y z (Å)
O -1.1000 -4.2639 6.2251  -0.579
O 1.0961 4.6523 -5.1022  -0.335
O -0.6412 1.8616 -1.6198  -0.631
O -1.9664 1.4938 0.1300  -0.214
O -1.1294 6.1367 4.4332  -0.379
O -5.1189 2.0500 -0.2323  -0.599
O 2.4106 -3.0208 -4.8186  -0.372
O -0.6304 -0.1650 -6.9675  -0.568
O -2.6883 7.1970 3.2978  -0.579
O -0.9175 -4.9480 -0.4802  -0.523
O -0.8171 1.2398 -8.6471  -0.386
O -6.5240 0.8840 0.9981  -0.378
O -2.5693 -3.2377 7.5019  -0.367
O 0.6551 -0.2165 5.2910  -0.425
O 0.3451 1.4091 6.7384  -0.659
O 2.4234 6.2757 -5.7721  -0.588
O 2.9602 -1.5776 -3.2466  -0.470
O 6.7462 -0.9139 -1.1712  -0.339
N 3.6278 -2.9375 2.6212  -0.617
N 1.3925 -2.1416 0.9173  0.392
C -3.4003 5.1922 4.3267  -0.601
C -1.2804 4.3797 -4.6575  -0.944
C 2.3794 -1.7913 -4.2816  0.531
C 1.4914 0.1659 -0.6445  -0.531
C -4.4396 1.7297 2.0044  -0.418
C -0.1439 -4.3537 -2.7781  -0.986
C 2.5113 -3.6278 2.4975  0.666
C -2.8512 0.4324 -7.5177  -1.052
C 2.2824 -3.0211 -7.2497  -1.262
C 0.2986 0.6193 0.2611  -0.429
C -0.4365 3.8214 4.7637  -0.164
C 0.2867 -4.9863 0.2905  -0.809
C 0.1345 4.1019 -4.1931  -0.002
C -3.7639 -2.4716 7.6849  -0.382
C 2.5560 -1.4371 1.0289  -0.139
C 4.9576 0.2321 -2.4784  0.896
C 5.2073 1.5077 -1.6242  -0.781
C -2.1618 3.1960 -9.1839  -0.934
C -1.5736 1.8887 -9.6749  -0.432
C 1.8182 -0.2975 7.4560  -1.051
C 3.8466 0.5132 0.2700  1.320
C 2.6890 -0.2293 0.2288  0.226
C -3.1633 -3.7932 5.1736  -0.800
C -1.3540 0.4560 -7.7016  0.743
C -0.8410 -3.9113 -1.4569  0.284
C -5.3687 1.5487 0.8336  0.677
C 1.6911 -0.6773 -5.0240  -0.739
C 0.7602 6.9319 -4.2258  -0.874
C 1.5089 5.9315 -5.0737  0.703
C -0.7143 5.1649 5.4039  -0.681
C -6.8411 0.1124 2.1594  -0.377
C -2.3916 6.2668 3.9977  0.712
C -4.9661 -3.3680 7.9043  -0.990
C 1.3920 -1.3450 4.7932  0.199
C 0.8606 -2.6412 5.3548  -0.603
C 1.6191 -3.4136 -5.9458  -0.340
C 4.8179 -0.9979 1.8914  -0.785
C 2.4777 -6.0717 3.6742  -0.065
C 6.6860 -2.2276 -0.6677  -0.589
C 1.4101 -3.2267 1.6671  0.281
C -0.7725 1.3671 -0.5270  -0.017
C 4.9587 0.1306 1.1394  -0.515
C 4.0920 1.7893 -0.5624  -1.661
C 2.4287 -4.9300 3.2775  -1.393
C 0.9048 0.3774 6.4636  0.765
C 3.6397 -1.8179 1.8500  0.373
C 0.1646 -4.1375 1.5983  -0.711
C 6.1207 -0.7934 -2.4533  -0.864
C -2.1877 -3.7646 6.3251  0.852
C -7.3958 0.9847 3.2675  -0.902
H -3.6477 -4.7685 5.1439  0.286
H 1.7195 1.0058 -1.3141  0.395
H 6.1998 1.5060 -1.1403  0.327
H 2.3822 0.4723 7.9800  0.341
H 4.8808 0.5598 -3.5367  0.435
H 1.2225 -0.0185 -4.2934  0.080
H 0.0426 7.4605 -4.8522  0.245
H -6.6693 1.7284 3.5962  0.228
H -3.4189 1.6857 1.6322  0.183
H 2.5481 -0.9647 7.0039  0.336
H -0.7452 -4.0219 -3.6456  0.308
H -3.9203 -3.0130 5.2135  0.327
H -1.4385 5.0980 6.2181  0.376
H 4.4710 2.5331 0.1664  0.514
H -1.3711 3.8502 -8.8144  0.274
H -0.0735 3.1090 5.5077  0.073
H 0.8858 -3.9680 -2.8724  0.155
H 5.7222 -1.7948 -2.7184  0.449
H 1.4006 -3.4758 4.9218  0.001
H 0.3145 3.9261 3.9782  0.307
H 3.2820 -3.4545 -7.3104  0.352
H 5.6666 -1.2903 2.5235  0.545
H -0.8701 2.0906 -10.4816  0.324
H -1.4888 5.4495 -4.6987  0.317
H -0.1192 -5.4603 -2.8048  0.371
H -5.9797 -0.4762 2.4810  0.359
H -4.3679 5.6672 4.4798  0.357
H 5.2047 2.3898 -2.2976  0.474
H -1.4306 3.9878 -5.6652  0.204
H 1.2138 -0.8523 8.1727  0.285
H 0.9602 -2.6763 6.4389  0.549
H 1.1230 -0.6766 -1.2511  0.075
H 0.3175 4.4494 -3.1754  0.330
H 0.3052 3.0262 -4.1875  0.026
H -4.6196 2.7050 2.4556  0.096
H 1.2522 -1.3443 3.7114  -0.236
H -0.2848 -3.0513 -1.0281  -0.228
H 0.9007 -1.0081 -5.6908  0.451
H 0.6029 -3.0249 -5.8607  0.275
H -3.1455 -0.5771 -7.2367  0.325
H -2.8573 3.0400 -8.3585  0.264
H -8.2721 1.5302 2.9157  0.302
H 3.1732 2.2011 -0.9999  0.266
H -0.6922 -3.4466 1.4930  0.227
H 0.2060 5.5532 5.8390  0.372
H -7.6036 -0.6000 1.8458  0.310
H 1.4784 7.6434 -3.8227  0.300
H -2.3297 1.2158 -10.0836  0.367
H 5.6417 -2.5803 -0.5181  0.166
H -2.6921 3.7042 -9.9903  0.375
H -5.1544 -4.0077 7.0415  0.276
H -3.5979 -1.8670 8.5758  0.343
H 2.3982 -1.9403 -7.3322  0.277
H -4.5249 0.9569 2.7657  0.240
H 0.5692 -6.0208 0.5495  0.402
H -0.1914 -2.7446 5.1307  -0.012
H -3.9071 -1.7730 6.8584  0.321
H 1.6940 -3.3707 -8.0990  0.371
H 5.8858 0.7042 1.1907  0.362
H -5.8596 -2.7713 8.0929  0.360
H -1.3297 3.4050 4.2951  0.058
H -3.4124 0.6812 -8.4153  0.370
H 7.1686 -2.3109 0.3255  0.233
H 2.4622 -1.2167 4.9688  0.347
H 6.9149 -0.5387 -3.1862  0.288
H 4.0001 -0.2889 -2.2529  -0.716
H -1.8682 -3.5848 -1.6942  0.437
H 1.5416 -4.4997 -5.8923  0.458
H -3.1206 1.1214 -6.7178  0.253
H -2.5981 1.9560 -0.4515  0.272
H -2.0016 3.9129 -3.9852  0.328
H 1.0939 -4.6022 -0.3667  0.321
H 0.6444 1.3046 1.0602  0.471
H 0.0315 -4.7360 2.5100  0.675
H 2.5490 -7.1135 3.9382  0.485
H -4.7954 -4.0264 8.7568  0.301
H -2.6069 -3.6398 4.2498  0.117
H -3.4659 4.5017 3.4872  -0.062
H 0.2446 6.4943 -3.3738  0.303
H 2.4341 -0.1162 -5.5908  0.319
H 7.2473 -2.9294 -1.3242  0.383
H -7.6806 0.3769 4.1277  0.346
H -3.1782 4.6379 5.2360  0.295
H -0.1656 -0.2855 0.6901  0.147

Output
strongest force on any atom	2.10	eV/Å
gap between HOMO and LUMO	8.29	eV
DFT total energy	-93045.398	eV

=====

Entry 2:
The following is a quantum chemistry calculation of a 19-piece molecular cluster, C50H88Br26O12 overall, from the OMol25 dataset.

Last column: Mulliken charge in e.
Element x y z (Å)
Br -2.7261 -2.4335 1.7607  -0.094
Br -2.0995 2.8068 8.7176  -0.217
Br 4.0376 4.7172 -0.1679  -0.169
Br 0.5388 4.1084 -4.1567  -0.206
Br -2.0674 -6.2123 4.2950  -0.189
Br 4.2660 0.4007 5.1453  -0.034
Br 6.6416 3.7575 7.3540  -0.177
Br 3.2534 8.5466 2.1250  -0.179
Br 2.6045 4.8325 5.1346  -0.234
Br -6.6051 -3.9348 -1.6477  -0.198
Br 7.0363 4.5723 -4.9227  -0.153
Br 0.6693 -2.5584 4.6171  0.023
Br -3.9353 4.8911 -3.8147  -0.183
Br 4.6613 -3.3128 -1.4053  -0.159
Br 3.6600 -2.4014 2.1844  -0.027
Br 4.8741 1.0465 -2.9810  -0.143
Br -2.2991 2.8252 -7.6010  -0.223
Br -2.6435 4.6205 1.0940  -0.093
Br -2.7542 -0.8446 5.7807  -0.127
Br 0.1650 7.4564 -0.9779  -0.172
Br -4.8090 6.8546 4.5007  -0.128
Br 1.0882 2.5990 3.1246  0.200
Br 6.9314 0.8543 1.8861  -0.187
Br 4.5226 -2.9329 7.2284  -0.158
Br 7.5494 -2.0465 -4.8765  -0.184
Br -5.9698 -5.8747 -5.8307  -0.172
O -1.1397 -3.6752 -1.1813  -0.192
O -5.9114 1.1157 -5.1102  -0.613
O -4.7613 2.0048 3.3598  -0.463
O -4.1225 0.5926 -3.8771  -0.199
O -3.8916 -3.1313 -4.4219  -0.077
O -2.5907 -1.9204 -5.7458  -0.444
O -0.2019 -5.0136 0.3408  -0.650
O 6.5362 -6.5799 -1.6458  -0.387
O 7.7583 -4.7905 -1.0131  -0.597
O -0.9502 1.9818 -0.7562  -0.578
O -0.4963 0.2839 0.5476  0.141
O -2.8509 2.3841 4.4234  -0.384
C -6.5902 -4.1923 -3.6183  0.337
C -0.2523 5.7750 -1.8688  0.116
C -5.2663 0.0573 -1.8506  -0.450
C -3.4025 1.9098 3.4872  -0.152
C -1.8913 -5.2995 -2.6918  -0.475
C -3.2947 3.5557 -5.0518  0.032
C -1.7284 -5.9513 -1.2856  -0.476
C 0.7576 4.2847 5.4284  -0.383
C -5.1879 1.5986 2.0866  -0.545
C -3.9929 0.9214 1.3977  1.043
C -4.0974 -0.8793 -7.1888  -0.021
C 1.9943 -2.5075 6.1887  -0.696
C -1.8246 0.4571 6.8839  -0.224
C 5.5277 -7.4237 -1.0515  -0.407
C -2.5050 -3.6519 3.2283  0.330
C 6.0460 -2.8364 -3.9105  -0.597
C -4.8526 -1.9316 -6.3570  -0.552
C 0.7242 5.6960 -3.0125  -0.637
C -5.4849 0.6390 -4.1039  0.294
C 3.3130 -2.9403 5.7240  0.066
C -3.0282 4.2392 -6.3823  -0.652
C 6.0387 2.6078 -3.2321  -0.660
C 5.2041 -0.0253 1.5609  -0.096
C -3.7538 -2.4658 -5.3981  0.227
C 1.5927 -0.5005 -0.1535  0.272
C -0.9435 -4.9062 -0.6026  0.444
C -1.9806 -3.8103 -2.3332  0.274
C 3.5069 6.0265 1.1625  -0.453
C -2.5086 -5.1003 2.7798  -0.271
C 5.1579 2.5125 7.0156  -0.474
C 0.1546 3.9420 4.1365  0.020
C -0.1320 1.1625 -0.4445  0.351
C 6.2589 -5.7758 0.5807  0.055
C 0.7037 -0.5287 1.0476  -0.011
C -2.8504 1.2059 2.2777  1.603
C 6.1871 -2.4877 -2.3733  -0.350
C -3.8759 0.0969 -2.5419  0.615
C 5.3131 2.0971 5.5508  -0.673
C -2.8359 1.4733 7.4451  -0.401
C 5.6471 3.3239 -4.5281  -0.411
C -3.8462 5.4396 3.5857  -0.345
C 3.6130 7.3646 0.5743  -0.406
C 5.0980 -6.7851 0.2716  -0.332
C -6.0050 -5.5320 -3.9165  0.086
C 6.9490 -5.6055 -0.7730  0.520
C -6.2026 -0.0322 -2.9931  -0.048
C 5.3616 -1.5076 1.9119  -0.564
C 1.3588 0.9290 -0.7048  -0.427
C -2.6404 -1.3199 -7.0715  -0.680
C -3.4684 6.0282 2.2286  -0.790
H 4.2049 2.9258 7.3464  0.338
H -7.6441 -3.9816 -3.8628  0.496
H 6.0913 3.1191 -2.2783  0.360
H 2.5321 5.7427 1.4044  0.247
H 4.9722 -7.5967 0.9904  0.348
H 4.6414 3.7786 -4.4780  0.266
H 6.3420 1.8025 5.3645  0.439
H -2.7433 6.8245 2.2832  0.428
H -3.9189 4.6660 -6.7869  0.467
H -0.2602 4.9688 -1.1049  -0.085
H -5.7669 -1.6042 -5.8386  0.203
H 3.3431 -3.9224 5.2734  0.473
H -2.3374 3.1727 -4.6611  0.138
H -3.2562 0.9216 -2.1127  0.032
H -4.5437 -0.8511 -8.2304  0.427
H 5.2092 1.6248 7.6283  0.430
H 0.9601 3.4304 6.1218  0.154
H -2.8317 -5.6093 -3.1820  0.044
H 5.9260 -1.6741 2.8175  0.513
H -2.2088 4.9378 -6.3024  0.411
H 7.0401 2.1888 -3.3202  0.402
H -5.0402 -5.5271 -3.5030  -0.219
H 5.9280 -1.4725 -2.1845  0.063
H -5.9426 0.8134 2.2508  0.330
H -3.0088 5.1682 4.1940  0.208
H -1.3091 5.7769 -2.1609  0.183
H -6.4234 -1.0783 -3.2834  -0.362
H -2.2746 0.3875 2.7106  -0.316
H -1.6694 -3.1455 -3.1482  0.076
H 0.3071 -1.5445 1.4036  -0.109
H 2.6314 -0.7056 0.0797  -0.151
H -3.6841 1.0689 7.9317  0.516
H 0.3093 5.0861 6.0221  0.517
H -3.0879 2.1070 6.6288  -0.040
H 4.8404 0.2390 0.5625  0.261
H -5.1621 -2.7988 -6.9839  0.534
H -3.4597 -5.4890 2.3986  0.433
H 1.0919 0.0494 1.8375  -0.124
H -0.8625 3.5124 4.2664  -0.527
H 1.6319 1.1587 -1.7222  0.496
H -3.4100 -0.9385 -2.6260  -0.353
H 4.1138 -6.3229 0.1290  0.082
H -5.5675 2.4558 1.4904  0.237
H 1.9246 -1.5107 6.5545  0.353
H 0.0575 4.8283 3.4542  0.385
H -2.7521 -5.9148 -0.8551  0.216
H 4.6446 7.5075 0.1951  0.405
H -1.0754 -5.4880 -3.3750  0.299
H 1.8480 1.6659 -0.0894  0.037
H 4.7368 -7.4011 -1.7991  0.286
H 1.3395 -1.1774 -0.9588  0.127
H 5.7787 -2.1031 1.0840  0.196
H -1.4962 -3.3274 3.6077  -0.708
H 5.8260 -4.8491 1.0154  -0.286
H 6.0231 -8.4272 -0.9678  0.248
H 5.6108 2.6439 -5.4099  0.337
H 4.2571 5.8708 1.9985  0.334
H 0.4483 6.4841 -3.7168  0.425
H -1.8106 -0.6601 -7.1539  0.376
H -1.3253 -6.9786 -1.1659  0.400
H -3.3040 -3.3439 3.9375  0.330
H 6.9657 -6.1381 1.2824  0.455
H -4.6092 4.7103 3.4117  0.192
H -1.7482 -5.4579 2.0789  -0.049
H -4.0284 2.7332 -5.1078  -0.046
H -4.1193 0.1892 -6.7713  -0.209
H -3.9358 1.2948 0.3428  -0.676
H 1.7521 5.7653 -2.6869  0.372
H -1.0144 0.9713 6.3430  0.107
H -4.3294 6.4001 1.7316  0.531
H -2.4249 -2.0709 -7.8224  0.253
H 1.5087 -3.1170 6.9047  0.507
H -5.3274 -0.7180 -1.1298  0.538
H 4.9551 2.7502 4.7522  0.242
H 4.5566 0.3412 2.3433  -0.028
H 6.2794 -3.8836 -3.8942  0.374
H -7.1948 0.3838 -2.8556  0.503
H -5.3229 1.0260 -1.2935  0.105
H -2.1031 1.8639 1.7897  -0.619
H 5.1556 -2.5328 -4.4390  0.389
H -3.0011 -3.5476 -1.9862  -0.042
H -1.4385 -0.1454 7.7472  0.403
H -6.5566 -6.3459 -3.4486  0.465
H 7.1070 -2.8719 -1.8801  0.472
H 3.7567 -2.2409 4.9635  -0.560
H -6.0087 -3.3982 -4.0077  -0.713
H -4.2178 -0.1560 1.3650  -0.185
H 2.8753 7.7739 -0.0543  0.192

Output
strongest force on any atom	3.27	eV/Å
energy above the lowest of the compared OMol25 structures with the same formula, charge and spin	0.000	eV
gap between HOMO and LUMO	10.10	eV
DFT total energy	-1898954.587	eV

=====

DFT total energy of number 1 (C50H84N2O18)? -93045.398 eV